(1)
The following is a quantum chemistry calculation of a 7-piece molecular cluster, C18H32NO21S2 overall, from the OMol25 dataset.

Structure (XYZ):
```
74
Properties=species:S:1:pos:R:3:forces:R:3
N 1.353000 -0.468973 -0.333095 2.277 -0.181 -3.691
O 1.880000 -0.743973 0.775905 -1.435 1.176 -1.437
O 1.699000 0.621027 -1.077095 -1.345 -2.560 3.217
O 0.702000 -1.366973 -0.991095 0.238 1.608 1.843
O 1.461000 -4.328973 4.299905 -0.066 -0.540 -0.070
S 2.479000 -3.501973 4.858905 -0.331 -0.233 -3.953
O 3.587000 -3.093973 4.044905 0.367 -0.451 0.341
O 1.759000 -2.205973 5.269905 -0.628 -0.432 2.189
C 1.942000 -0.965973 4.629905 0.907 1.299 -2.058
C 0.729000 -0.166973 5.042905 0.103 0.330 -1.503
C 3.014000 -4.219973 6.276905 -0.417 -1.908 1.759
H 1.902000 -1.133973 3.469905 0.638 0.503 2.130
H 2.911000 -0.471973 5.007905 -1.295 -0.853 -0.922
H -0.165000 -0.665973 4.568905 0.689 0.912 0.748
H 0.891000 0.884027 4.715905 -0.465 -0.725 -0.073
H 0.708000 -0.142973 6.105905 -0.500 -0.127 0.955
H 3.779000 -4.989973 6.281905 -0.622 -0.722 -1.112
H 2.259000 -4.377973 7.030905 -0.712 -0.604 -0.335
H 3.567000 -3.534973 6.739905 2.364 3.559 1.829
O -3.144000 3.497027 -0.536095 -0.644 -3.819 -5.390
S -2.981000 4.202027 0.607905 1.609 3.813 4.734
O -4.009000 4.257027 1.567905 -0.951 -0.751 1.634
O -1.535000 3.738027 1.305905 -3.382 3.180 -0.103
C -1.249000 2.440027 1.068905 2.574 -3.405 -2.404
C -0.094000 2.080027 1.957905 2.018 -2.731 1.055
C -2.704000 5.849027 0.173905 2.992 -0.830 -3.118
H -0.845000 2.364027 -0.143095 -1.328 -0.337 3.384
H -1.975000 1.617027 1.355905 -0.257 1.483 -0.879
H -0.251000 1.996027 3.183905 0.094 0.539 -3.476
H 0.844000 2.602027 1.673905 -0.660 0.206 0.635
H 0.183000 1.019027 1.560905 -0.395 1.429 1.178
H -3.341000 6.176027 -0.628095 -0.805 -0.144 0.072
H -1.713000 5.835027 -0.337095 -0.444 -0.326 -0.146
H -2.476000 6.577027 0.848905 -0.387 1.593 2.662
C 1.573000 3.055027 -2.912095 -3.075 -2.123 2.818
C 2.271000 3.531027 -4.078095 0.486 3.527 1.761
O 1.512000 4.732027 -4.421095 9.912 -2.149 -6.863
C 0.551000 4.873027 -3.776095 -9.043 6.124 8.060
O -0.082000 5.945027 -3.786095 -0.400 -1.871 -0.545
O 0.411000 4.044027 -2.718095 1.332 -2.478 -1.428
H 2.183000 3.300027 -2.042095 -0.244 -1.002 0.200
H 1.164000 1.929027 -2.969095 1.058 2.718 0.507
H 2.293000 3.065027 -4.925095 -0.415 -3.756 -4.679
H 3.313000 3.715027 -3.879095 0.340 0.919 0.279
C -2.344000 -0.062973 -2.187095 -0.648 -0.347 3.397
C -3.017000 -0.927973 -1.104095 -0.671 -1.116 2.690
O -3.868000 -1.899973 -1.782095 -0.788 0.297 -0.748
C -3.801000 -1.697973 -3.118095 -0.343 0.462 -0.351
O -4.457000 -2.166973 -4.041095 1.787 0.853 2.728
O -2.810000 -0.774973 -3.278095 0.468 0.494 -3.930
H -1.212000 -0.041973 -2.014095 -1.532 0.151 -0.887
H -2.931000 0.904027 -1.932095 1.701 -0.842 -1.765
H -3.608000 -0.195973 -0.526095 -0.418 -0.909 -0.028
H -2.547000 -1.593973 -0.331095 0.614 1.002 -1.001
C 0.201000 -3.878973 1.225905 4.099 1.369 -2.674
C -0.503000 -2.648973 1.711905 3.789 3.107 0.694
O -1.735000 -3.109973 1.967905 -4.515 0.266 0.806
C -1.846000 -4.392973 1.848905 -0.116 -6.314 1.251
O -2.767000 -5.196973 2.063905 2.117 3.534 -0.821
O -0.543000 -4.952973 1.588905 -3.369 0.165 1.236
H 1.264000 -3.882973 1.591905 -1.134 -0.337 0.058
H 0.308000 -3.909973 0.156905 0.017 0.280 -0.851
H -0.559000 -1.595973 1.197905 0.365 -2.596 0.252
H 0.109000 -2.481973 2.634905 -1.240 0.517 0.093
C 0.485000 -2.148973 -5.090095 1.790 0.028 3.436
C 0.690000 -0.719973 -4.452095 -7.036 -2.681 6.517
O 1.664000 -0.121973 -5.095095 2.531 1.645 -2.036
C 2.293000 -0.995973 -6.010095 -2.776 0.408 2.890
O 3.261000 -0.692973 -6.579095 1.297 -0.051 -1.298
O 1.598000 -2.141973 -5.979095 0.455 -1.013 -1.451
H -0.476000 -2.066973 -5.536095 -0.486 -0.960 -1.059
H 0.603000 -3.085973 -4.287095 -0.394 2.561 -2.330
H 0.651000 -0.764973 -3.247095 2.169 -0.204 -2.313
H -0.459000 -0.311973 -4.273095 2.517 0.374 -2.308
```
Forces are in eV/Å.

Summary:
energy above the lowest of the compared OMol25 structures with the same formula, charge and spin: 71.1 kcal per mole
orbital gap: 8.41 eV
total charge: -1
2S+1: 1
LUMO level: 1.76 eV

=====

(2)
The following is a quantum chemistry calculation of an isolated ion of composition C18H32NO2S and charge +1, from the OMol25 dataset.

Structure (XYZ):
```
54
Properties=species:S:1:pos:R:3:forces:R:3
C 1.953881 3.244361 0.097940 -0.219 -0.123 -0.124
H 2.291915 2.953498 1.091624 0.085 -0.005 0.124
C 0.527316 2.765412 -0.149850 0.094 0.132 0.293
C -0.433978 3.297057 0.914246 -0.186 -0.026 -0.307
C -1.906863 3.116879 0.546410 0.181 -0.246 0.230
C -2.321123 1.653259 0.421709 -0.223 0.363 -0.172
C -3.781130 1.507602 0.001666 0.185 -0.171 0.107
C -4.187425 0.059657 -0.228070 0.246 0.131 -0.287
H -3.989191 -0.566511 0.636404 -0.129 0.007 0.020
H -5.243574 -0.006491 -0.486177 -0.009 -0.099 0.035
S -3.324249 -0.672501 -1.668738 -0.142 -0.148 0.077
C -1.804701 -1.281568 -0.998885 -0.317 -0.066 0.081
C -0.633345 -0.922289 -1.650764 0.140 -0.039 0.001
C 0.594418 -1.406451 -1.236738 -0.049 -0.201 0.235
C 0.668727 -2.279609 -0.149880 0.090 0.107 -0.292
C -0.508398 -2.637131 0.496265 -0.129 -0.030 0.058
C -1.751232 -2.167261 0.089673 0.092 0.142 -0.180
O -2.924683 -2.515845 0.660727 0.106 0.222 -0.319
C -2.941301 -3.503125 1.666967 -0.005 -0.204 0.231
H -2.511470 -4.443037 1.310331 -0.001 0.025 0.007
H -3.992115 -3.656409 1.905265 0.103 -0.026 0.022
H -2.412495 -3.169983 2.565369 -0.006 -0.016 -0.038
H -0.443898 -3.327417 1.321966 -0.004 -0.105 0.113
C 1.976869 -2.868256 0.323933 -0.113 0.227 -0.004
H 2.527964 -3.280352 -0.524908 0.072 -0.115 0.017
C 2.854592 -1.854867 1.063075 -0.308 -0.563 0.364
H 2.225334 -1.186864 1.654396 0.146 0.055 -0.065
H 3.555726 -2.356079 1.733201 0.075 0.148 -0.082
N 3.618157 -1.034809 0.088938 -0.107 -0.041 -0.428
H 4.371332 -1.608193 -0.303130 -0.192 0.098 0.031
C 4.178176 0.204835 0.646549 0.286 0.577 0.267
H 3.370854 0.850209 0.986699 -0.048 -0.100 -0.061
H 4.830992 -0.019034 1.488920 -0.049 -0.105 -0.038
H 4.751929 0.733475 -0.111448 -0.038 -0.072 -0.058
H 2.944760 -0.841826 -0.712022 0.395 -0.043 0.195
H 1.756530 -3.692297 1.001454 0.084 0.003 -0.018
O 1.800049 -1.050398 -1.845990 -0.223 -0.276 0.349
C 1.749176 -0.257332 -3.020859 0.041 0.237 -0.326
H 1.138411 -0.734601 -3.787677 0.011 -0.020 0.036
H 2.776214 -0.184693 -3.375781 -0.076 0.028 -0.022
H 1.361921 0.741922 -2.807025 -0.012 -0.045 0.006
H -0.721704 -0.255856 -2.492124 0.031 0.156 -0.078
H -4.430568 1.925417 0.774763 -0.048 0.087 0.012
H -3.949496 2.073551 -0.916873 -0.052 0.064 0.015
H -1.694961 1.169782 -0.327914 0.031 -0.033 0.051
H -2.160669 1.141959 1.375015 0.071 -0.094 0.051
H -2.101092 3.623903 -0.401214 -0.055 0.076 -0.038
H -2.520957 3.599388 1.309211 -0.078 0.075 -0.037
H -0.231813 2.801947 1.867373 0.046 0.036 0.094
H -0.243152 4.363209 1.051115 0.073 0.038 0.085
H 0.200135 3.114199 -1.131454 -0.055 -0.070 -0.100
H 0.501181 1.671499 -0.157412 -0.054 -0.060 -0.100
H 2.639448 2.839664 -0.645207 0.159 -0.010 -0.052
H 1.999584 4.328420 0.038959 0.087 0.119 0.018
```
Forces are in eV/Å.

Summary:
energy above the lowest of the compared OMol25 structures with the same formula, charge and spin: 3.6 kcal per mole
orbital gap: 7.89 eV
structure (SMILES): CCCCCCCSc1cc(OC)c(CC[NH2+]C)cc1OC
total charge: +1
2S+1: 1
LUMO level: -2.70 eV

=====

(3)
The following is a quantum chemistry calculation of one molecule with the formula C18H32O2, from the OMol25 dataset.

Structure (XYZ):
```
52
Properties=species:S:1:pos:R:3:forces:R:3
C 6.270457 -2.008119 -3.449977 0.021 0.191 0.176
H 6.102711 -3.050328 -3.186663 0.006 -0.132 -0.020
C 5.607633 -1.087256 -2.432787 -0.162 -0.235 -0.206
C 4.099155 -1.312750 -2.359954 0.233 0.371 0.242
C 3.433670 -0.385801 -1.344715 -0.182 -0.340 -0.082
C 1.943237 -0.665226 -1.148380 0.139 0.275 -0.168
H 1.809797 -1.716739 -0.885884 -0.048 -0.050 0.101
H 1.586458 -0.062476 -0.309814 -0.103 -0.079 0.049
C 1.114981 -0.340259 -2.390039 0.093 -0.149 0.256
C -0.367216 -0.418624 -2.198810 0.058 -0.128 -0.012
C -1.005372 -0.886060 -1.120634 0.319 -0.034 -0.211
C -2.445456 -0.890102 -0.995688 -0.515 -0.001 0.031
C -3.137433 -1.298794 0.070577 0.171 -0.022 -0.210
C -2.584989 -1.886248 1.327627 -0.130 -0.091 0.121
H -2.667008 -2.976646 1.245308 0.066 0.011 0.008
H -1.529436 -1.641367 1.441808 0.077 -0.071 0.007
C -3.331115 -1.443434 2.590061 0.318 0.076 0.083
C -2.952141 -0.037486 3.056808 -0.228 -0.072 -0.157
C -3.525397 1.076550 2.184366 0.115 0.133 0.258
C -3.355634 2.460905 2.811885 0.100 -0.084 -0.041
C -1.907590 2.927384 2.969891 -0.130 0.055 -0.132
C -1.223717 3.238844 1.637223 -0.049 -0.134 0.181
C -0.772037 2.001173 0.901177 0.077 0.202 -0.122
O -0.216102 1.056239 1.399355 0.089 -0.240 0.272
O -1.019611 2.087985 -0.405944 -0.118 0.181 -0.499
H -0.745817 1.265760 -0.870535 -0.022 0.079 0.349
H -1.877780 3.814664 0.982087 0.049 0.060 0.032
H -0.322060 3.827476 1.827271 0.004 -0.002 -0.097
H -1.906144 3.835496 3.576783 0.072 -0.042 0.018
H -1.323263 2.172708 3.496230 0.068 0.044 0.089
H -3.821634 2.452097 3.800866 -0.079 0.033 -0.001
H -3.893884 3.192640 2.203411 -0.048 0.070 0.053
H -3.056991 1.053238 1.199940 -0.125 -0.024 -0.099
H -4.594898 0.899688 2.040319 -0.015 -0.033 -0.101
H -1.864236 0.039506 3.075595 0.053 0.002 0.110
H -3.317889 0.098841 4.078449 0.037 0.046 0.062
H -4.409728 -1.500321 2.422409 -0.070 -0.066 0.033
H -3.085755 -2.143782 3.392499 -0.081 -0.031 -0.024
H -4.218602 -1.245325 0.034879 -0.133 0.052 -0.093
H -2.986233 -0.502247 -1.851220 -0.116 0.014 -0.048
H -0.441318 -1.261784 -0.281899 0.192 0.026 0.095
H -0.948562 -0.063132 -3.043301 -0.203 0.030 -0.021
H 1.363152 0.670642 -2.733568 0.048 -0.016 -0.064
H 1.386818 -1.019934 -3.204080 0.029 0.091 -0.081
H 3.936897 -0.504336 -0.382018 0.054 0.067 0.016
H 3.569887 0.652281 -1.658769 0.041 0.075 0.042
H 3.904293 -2.351271 -2.081103 -0.056 -0.090 -0.043
H 3.671399 -1.148164 -3.350803 -0.045 -0.080 -0.075
H 5.803581 -0.046917 -2.703267 0.022 0.055 0.076
H 6.046504 -1.260063 -1.447339 0.009 0.082 0.049
H 5.861380 -1.837226 -4.443626 -0.014 -0.024 -0.128
H 7.343041 -1.831900 -3.486006 0.113 -0.056 -0.075
```
Forces are in eV/Å.

Summary:
energy above the lowest of the compared OMol25 structures with the same formula, charge and spin: 0.0 kcal per mole
orbital gap: 9.35 eV
structure (SMILES): CCCCCC/C=C/C=C\CCCCCCCC(=O)O
2S+1: 1
LUMO level: 0.95 eV

=====

(4)
The following is a quantum chemistry calculation of C18H33B7F28N6Zn as an isolated structure, from the OMol25 dataset.

Structure (XYZ):
```
93
Properties=species:S:1:pos:R:3:forces:R:3
Zn 1.152864 -3.418510 -0.917500 -1.844 -1.195 -1.404
C 1.592974 4.046230 -1.783660 -1.276 -0.356 -1.134
C 0.037144 4.121670 -2.136600 1.470 0.015 1.582
N -0.687766 3.851240 -0.908330 -0.688 -0.089 0.327
C -1.063326 2.643290 -0.393640 -0.531 -1.663 1.006
C -1.956496 2.790320 0.675830 1.376 -0.158 -2.871
N -2.221876 4.143230 0.730380 0.620 -0.798 -1.407
C -1.473556 4.754610 -0.266100 -1.279 2.314 0.261
C -3.131126 4.778140 1.597530 0.936 0.003 1.420
H 1.847364 3.008670 -1.567220 -0.108 0.003 0.168
H 1.851474 4.681830 -0.936720 -0.218 0.058 -0.070
H 2.194284 4.296640 -2.657630 0.032 0.265 -0.049
H -0.252906 3.409230 -2.908880 0.146 -0.053 -0.043
H -0.262066 5.128350 -2.428440 0.109 -0.012 -0.217
H -0.598586 1.782400 -0.851120 -0.131 -0.458 0.518
H -2.390726 2.027330 1.304870 0.167 0.246 0.132
H -1.500696 5.817160 -0.457560 0.178 -0.179 0.158
H -3.619666 3.990570 2.171260 -0.085 0.243 0.119
H -3.855356 5.480130 1.184250 -0.055 -0.105 -0.683
H -2.453046 5.314330 2.261460 -0.620 0.447 0.701
C -5.205086 0.875960 3.158070 0.437 -0.346 -0.076
C -5.821376 -0.061970 2.131280 0.226 0.369 -0.115
N -4.902196 -0.256660 1.016890 1.429 1.579 -3.398
C -3.725586 -0.964280 1.010590 1.003 -0.340 -0.123
C -3.059936 -0.785410 -0.181740 -1.089 -0.035 -0.338
N -3.880346 0.027060 -0.986770 0.377 0.357 3.126
C -4.875366 0.448900 -0.191890 -1.216 -1.468 0.569
C -3.614136 0.554840 -2.308170 0.295 -0.377 -0.999
H -4.925916 1.839560 2.731870 -0.522 0.172 -0.013
H -4.232636 0.491720 3.465970 -0.097 -0.218 0.351
H -5.873116 0.955610 4.015680 0.175 0.260 0.024
H -6.748076 0.339950 1.721680 -0.011 -0.016 -0.051
H -6.043286 -1.041260 2.555370 0.093 0.008 -0.024
H -3.381176 -1.495880 1.885340 0.026 -0.211 -0.181
H -2.135946 -1.179770 -0.578140 0.123 -0.286 0.217
H -5.678516 1.077290 -0.547510 0.064 0.007 0.185
H -2.557916 0.665910 -2.553470 0.171 0.112 0.769
H -4.123886 1.510930 -2.427050 -0.006 -0.188 -0.039
H -3.897746 -0.191620 -3.050100 -0.496 0.074 0.016
C 2.085924 2.250080 1.197600 -0.676 1.308 0.450
C 3.505784 2.794800 0.999270 -0.338 -2.366 -0.908
N 4.406574 1.620820 0.719560 0.800 -2.375 -0.973
C 5.767254 1.731060 0.644710 1.737 -1.400 -0.012
C 6.330854 0.512780 0.247010 -2.072 0.697 0.271
N 5.263784 -0.371300 0.041040 -0.713 4.215 1.156
C 4.105854 0.330270 0.324510 1.286 0.223 -0.309
C 5.434094 -1.656180 -0.572220 -1.421 -0.965 -0.262
H 1.492324 3.140710 1.403810 -0.338 -0.015 0.008
H 1.800804 1.552640 1.985250 0.831 -0.023 0.319
H 1.645594 1.806410 0.304650 0.459 0.036 -0.275
H 4.027754 3.376400 1.759130 -0.563 -0.166 0.359
H 3.496854 3.365420 0.070610 0.111 0.142 0.062
H 6.278844 2.614720 0.996580 -0.097 -0.008 -0.220
H 7.317134 0.129050 0.031590 0.034 0.517 0.229
H 3.117464 -0.075060 0.165810 -0.127 -0.012 0.051
H 4.475674 -1.873170 -1.043860 0.129 -0.372 -0.229
H 5.588994 -2.417740 0.192070 0.290 0.011 -0.151
H 6.194364 -1.610970 -1.351980 -0.043 -0.017 0.252
B 2.867954 -1.250410 -3.095440 -1.638 -0.815 -1.283
F 2.294574 -2.165930 -2.210750 0.605 -0.378 0.645
F 4.054734 -1.707260 -3.548920 2.726 -0.701 -0.076
F 2.050624 -1.178580 -4.186000 -0.808 0.955 -0.882
F 3.022224 -0.043080 -2.471050 0.434 1.807 1.150
B -0.642796 -2.788260 -3.565260 -0.077 0.595 -0.566
F 0.299324 -3.138460 -4.423860 1.957 -1.921 -2.206
F -0.907606 -1.481400 -3.833750 -1.130 3.342 0.043
F -1.801636 -3.456740 -3.698610 -1.663 -1.211 -0.146
F -0.094226 -2.844650 -2.293040 -0.686 0.018 1.696
B 0.329564 -5.031360 2.469590 -0.776 -0.979 -1.065
F -0.823096 -4.380380 2.379260 -2.997 2.753 1.009
F 0.732284 -5.085710 3.776030 1.243 -0.165 1.823
F 0.001714 -6.267520 1.970170 0.915 -2.464 0.104
F 1.214924 -4.423370 1.626570 2.193 0.909 -0.283
B -0.826926 2.428130 3.791800 -0.626 -1.998 3.725
F -2.176046 2.603770 4.060340 -2.313 0.467 -0.857
F -0.319056 2.465040 5.140320 1.000 -0.295 0.272
F -0.629376 1.216500 3.207050 0.258 -1.002 -0.663
F -0.282996 3.412100 3.133130 1.438 3.171 -2.446
B -1.402836 -5.260590 -0.605220 -1.627 0.490 1.441
F -1.679166 -6.477510 0.003800 -0.040 -0.794 -0.867
F -0.041616 -4.967480 -0.540720 1.342 -0.889 -0.838
F -1.974256 -5.093850 -1.847840 0.257 -0.928 -0.623
F -1.946586 -4.279600 0.205530 -1.518 1.243 0.384
B 0.902964 -1.502620 0.404560 -1.565 2.940 0.130
F 0.901934 -0.729380 1.518360 0.334 0.037 1.592
F 0.712354 -0.572820 -0.640470 -0.127 0.497 -0.749
F 2.085214 -2.146880 0.175070 2.668 0.444 1.388
F -0.088016 -2.444440 0.327380 -1.189 0.026 0.643
B 2.631274 -5.234640 -1.563810 2.160 -2.409 -1.316
F 2.470524 -6.544800 -1.309470 -0.622 -1.961 0.790
F 2.655164 -4.474190 -0.445350 1.180 0.615 2.778
F 3.819384 -5.086980 -2.199570 3.033 0.361 -0.933
F 1.726934 -4.745100 -2.405010 -2.808 0.828 -2.043
```
Forces are in eV/Å.

Summary:
orbital gap (alpha / beta): 3.54 / 6.90 eV
total charge: -3
2S+1: 2
LUMO level (alpha / beta): 4.91 / 4.86 eV